Record 1
DFT (ωB97M-V with the def2-TZVPD basis set) results for C21H15Cl2O4PRuSc as an isolated structure in a non-equilibrium geometry.

```
45
Properties=species:S:1:pos:R:3:forces:R:3
Ru 0.2989 0.2884 -3.8257 -0.3184 0.9126 4.2076
Sc 0.8908 0.2248 -1.1212 1.0055 -0.9834 0.6343
Cl -0.3195 1.9659 -2.1580 0.2310 -0.0395 -0.2450
Cl 1.0488 -1.9561 -1.8466 0.1269 0.3591 0.3737
C -1.1945 -0.2737 -0.3936 -2.7343 0.4398 0.1420
C -0.1712 1.4692 -5.1615 -2.7903 5.6352 -7.6270
C 0.6899 -0.9574 -5.1204 2.1803 -6.0048 -7.1000
O -2.2996 -0.1175 -0.2456 1.4270 -0.6199 0.0093
O -0.4679 2.1733 -6.0447 1.4719 -3.1008 4.1150
O 0.8943 -1.6274 -6.0639 -1.0918 3.2595 4.5992
O 1.0921 0.8344 0.7771 0.0397 0.3977 0.9020
P 0.7318 1.1900 2.2407 -0.9931 0.2404 -0.8827
C 1.9479 2.3038 2.8931 1.0998 -0.7842 0.9879
C 2.2870 3.5001 2.2472 -0.9498 -0.4426 -0.3160
C 3.1549 4.4031 2.8739 1.5971 1.3065 1.7072
C 3.7334 4.0993 4.1150 0.2755 0.3418 -0.8521
C 3.4979 2.8441 4.6916 1.3715 1.4303 0.6765
C 2.6459 1.9454 4.0542 -2.0788 -0.8544 -1.4481
C -0.8754 1.8813 2.5696 -0.0955 0.0717 0.0598
C -1.9405 1.0336 2.9477 -0.2876 0.0615 0.2865
C -3.2230 1.5460 3.1653 0.2110 -0.0178 0.0872
C -3.4530 2.9215 3.0164 0.0507 -0.1315 -0.5733
C -2.3959 3.7806 2.6858 0.3932 0.0045 -0.0916
C -1.1031 3.2677 2.4822 -0.4305 0.2050 0.2900
C 0.8435 -0.2835 3.2105 0.6913 -1.2175 -0.5882
C 1.4200 -1.4498 2.7160 -0.8733 2.5897 -1.0051
C 1.5296 -2.5709 3.5331 0.4955 -1.8839 0.7830
C 1.0607 -2.5762 4.8504 -0.8339 0.5581 0.8833
C 0.5078 -1.3932 5.3478 0.3801 -2.2024 0.8207
C 0.3834 -0.2621 4.5386 0.0417 0.6779 0.0329
H 1.8429 3.7527 1.2853 0.1836 -0.0111 0.0851
H 3.3758 5.3744 2.4168 -0.0778 -0.4052 0.0515
H 4.4458 4.7814 4.5850 -0.3806 -0.0564 -0.1181
H 3.9736 2.5506 5.6306 -0.0637 0.2087 -0.2131
H 2.4722 0.9801 4.5233 0.2000 0.2039 -0.1053
H -1.7499 -0.0135 3.1826 -0.2248 0.0473 -0.4431
H -4.0431 0.8808 3.4693 0.4593 0.3217 -0.1648
H -4.4731 3.3133 3.0944 0.4567 -0.0970 0.2043
H -2.5738 4.8600 2.5834 0.1062 -0.5598 0.1298
H -0.2688 3.9621 2.3561 -0.3686 -0.1215 -0.2578
H 1.7384 -1.5045 1.6762 0.1021 -0.0194 0.2628
H 2.0247 -3.4499 3.1294 -0.0873 -0.0637 0.0836
H 1.0847 -3.4949 5.4516 0.1670 0.5005 -0.1967
H 0.1696 -1.3510 6.3780 -0.0517 -0.0190 -0.0462
H -0.0340 0.6454 4.9756 -0.0324 -0.1378 -0.1412
```
Forces are in eV/Å.

Results
charge	+4
ΔE to the lowest compared entry with this formula, charge and spin	0.00	kcal/mol
gap between HOMO and LUMO (alpha / beta)	6.08 / 3.98	eV
multiplicity	6
⟨S²⟩	8.80

Atomic partial charges in e from the Mulliken method, atoms 1 to 2:
1 Ru 0.238
2 Sc 0.789



Record 2
DFT (ωB97M-V with the def2-TZVPD basis set) results for a 15-piece molecular cluster, C21H15Cl56IN3 overall in a non-equilibrium geometry.

```
96
Properties=species:S:1:pos:R:3:forces:R:3
C 3.9894 0.3345 -2.5658 -0.8023 -0.5126 -0.7050
C 3.3256 -1.0580 -2.4194 1.0797 0.1238 0.6776
I 3.6889 -1.6769 -0.3468 -0.3564 -0.0041 -0.3963
C 3.9362 -2.1545 -3.2943 -1.5194 -0.4199 0.2016
C 3.5915 -2.0805 -4.8029 1.1615 0.5811 -0.7289
C 3.1272 -0.7124 -5.3925 -0.9526 -1.4606 -1.9454
N 4.3275 -0.2296 -6.1803 0.8540 1.8706 4.5045
C 4.3885 1.2579 -6.1294 -0.2863 0.1565 -0.9504
C 5.3605 -0.9237 -5.6572 -1.9961 -0.8987 -1.2375
N 6.5504 -0.4412 -5.3148 0.7212 0.1024 -0.7985
N 4.9102 -2.2855 -5.5022 1.2064 0.5572 -0.3439
H 3.2375 1.0220 -2.9736 0.3160 0.0865 0.3059
H 4.3728 0.7362 -1.6345 -0.1059 -0.2968 -0.3410
H 4.8027 0.3120 -3.3004 0.1226 -0.1262 0.1559
H 2.2396 -1.0226 -2.5101 0.6402 -0.0533 -0.0234
H 3.5246 -3.1030 -2.9333 0.2019 0.0023 -0.0752
H 5.0108 -2.2332 -3.1441 0.0260 0.2227 -0.1290
H 2.9511 -2.8563 -5.2166 -0.2092 -0.1037 0.7163
H 2.7369 0.0342 -4.7076 0.4547 0.0728 0.0307
H 2.3603 -0.8971 -6.1519 -0.1962 0.0786 0.3145
H 5.0495 1.6294 -6.9112 0.1384 -0.0106 0.2272
H 4.6551 1.6340 -5.1409 0.1813 -0.1758 -0.0907
H 3.3864 1.6316 -6.3441 0.0994 -0.0956 -0.1089
H 7.3689 -0.6628 -5.8766 0.1553 -0.6839 0.6445
H 6.7000 0.1464 -4.5088 -0.3270 0.5650 -0.3420
H 4.7861 -2.6151 -6.4586 -0.1752 -0.4110 0.1454
C -0.0648 -1.6055 2.2991 -0.0467 -0.2596 0.1136
Cl -0.0505 -0.1365 1.3128 -0.2359 -0.1716 0.1027
Cl 0.1014 -3.0095 1.2371 -0.0186 -0.0429 0.0222
Cl 1.3053 -1.5641 3.4114 -0.0663 0.0601 -0.0466
Cl -1.6004 -1.7542 3.2034 0.6261 -0.1300 -0.5409
C -5.8141 -1.6308 1.7046 -0.0904 0.0289 -0.0062
Cl -6.1164 -3.2028 0.9622 0.0091 0.0500 0.0380
Cl -6.9153 -0.4280 1.0195 0.0210 -0.0430 0.0381
Cl -6.0609 -1.7286 3.4519 0.2139 0.0244 -0.1493
Cl -4.1406 -1.1470 1.3837 -0.3738 0.1454 0.1651
C -1.1818 2.7035 4.8108 -0.0060 0.0147 -0.0007
Cl -1.4229 1.1123 4.0737 -0.0432 0.3319 0.3246
Cl -2.2876 3.8601 4.0655 0.0328 -0.0227 0.0079
Cl -1.5055 2.6060 6.5458 0.0319 0.0062 -0.0751
Cl 0.4932 3.2230 4.5525 -0.1188 -0.2187 -0.0883
C -1.5035 -1.4923 -2.5348 -0.1073 0.0036 0.1291
Cl 0.1094 -0.7847 -2.2772 -0.4312 0.0578 -0.0628
Cl -1.3349 -3.1222 -3.2008 0.0545 0.0970 0.0292
Cl -2.3254 -1.5604 -0.9812 -0.0652 -0.0881 -0.4481
Cl -2.4125 -0.4804 -3.6605 0.0673 -0.0529 0.0493
C -9.7997 -3.8555 2.9074 -0.0196 -0.0216 0.0223
Cl -11.3829 -4.4542 3.4181 0.0070 0.0277 -0.0241
Cl -8.6714 -5.2140 2.7945 -0.0246 0.0475 0.0207
Cl -9.9483 -3.0691 1.3326 0.0353 -0.0795 0.1372
Cl -9.2071 -2.6873 4.0957 -0.1873 -0.0851 -0.0349
C 10.3192 -2.3295 -5.5943 0.1674 -0.1887 0.1791
Cl 11.9421 -1.6918 -5.3565 -0.1381 -0.0051 -0.0324
Cl 10.4037 -3.9826 -6.1959 -0.0439 0.1151 0.0192
Cl 9.4301 -2.2964 -4.0638 -0.0084 0.0071 -0.0440
Cl 9.4638 -1.3170 -6.7863 0.0262 0.0804 -0.1731
C -5.7953 6.1116 2.8394 -0.0785 -0.0121 0.0381
Cl -6.0560 4.5442 2.0637 0.0234 0.0340 0.0236
Cl -6.8607 7.3179 2.1132 0.0543 -0.0511 0.0251
Cl -6.1374 5.9791 4.5673 0.0275 -0.0011 -0.0578
Cl -4.1086 6.6021 2.6128 -0.0697 -0.0271 -0.0782
C -0.5886 -3.7742 6.7700 -0.0055 0.0084 0.0381
Cl -0.5422 -2.0868 6.2495 0.0094 -0.0340 0.3612
Cl 1.0204 -4.4869 6.5911 -0.0379 0.0164 -0.0081
Cl -1.0895 -3.8624 8.4617 0.0212 -0.0017 -0.0742
Cl -1.7410 -4.6646 5.7652 0.0265 0.0212 0.0103
C 2.7718 3.1786 -0.6622 -0.1020 0.0442 0.1683
Cl 2.1319 3.2526 -2.3159 -0.1327 0.1994 0.0015
Cl 2.5235 4.7305 0.1359 0.0246 -0.0654 -0.0831
Cl 1.9285 1.9143 0.2389 0.2056 0.1116 -0.1761
Cl 4.5026 2.8110 -0.7143 -0.0667 0.6738 0.4094
C 0.3003 7.6136 4.5416 0.0371 0.0087 0.0889
Cl 0.4942 9.1921 5.3104 -0.0063 -0.0632 -0.0400
Cl 0.8860 6.3464 5.6279 -0.0031 0.2396 -0.0002
Cl -1.4050 7.3323 4.1851 0.0819 0.0822 0.0570
Cl 1.2311 7.5759 3.0353 -0.0043 -0.0140 0.0121
C -12.4907 -0.1512 -0.2221 -0.0641 0.0016 0.0474
Cl -13.1505 -1.7862 -0.0909 0.0208 0.0386 -0.0213
Cl -12.9854 0.7940 1.1834 0.0063 -0.0296 -0.1762
Cl -10.7229 -0.2313 -0.2615 0.0210 0.0653 -0.1183
Cl -13.0845 0.6087 -1.7035 0.0405 -0.0263 0.0679
C -12.4960 1.1486 5.0941 0.0015 -0.0455 0.0209
Cl -10.8526 1.7999 5.1382 -0.0343 -0.0161 -0.0240
Cl -12.4573 -0.5009 4.4598 -0.0046 0.0628 0.0382
Cl -13.1694 1.1338 6.7271 0.0182 0.0161 -0.0548
Cl -13.5036 2.1726 4.0552 0.0189 -0.0224 0.1421
C 6.3589 -5.1288 -0.5574 0.0525 -0.1371 0.2229
Cl 4.7566 -5.8428 -0.3503 0.0445 0.0676 -0.0432
Cl 7.5954 -6.3656 -0.3081 -0.0629 0.0448 -0.0130
Cl 6.5152 -4.4870 -2.1990 0.0033 0.0706 -0.0847
Cl 6.5856 -3.8302 0.6209 0.0832 -0.0837 -0.0582
C 7.8895 2.4590 1.7017 0.0046 -0.0238 0.1804
Cl 9.6238 2.5517 2.0151 -0.0953 -0.0073 -0.0410
Cl 7.5861 2.7495 -0.0204 0.2251 0.0091 -0.0774
Cl 7.2910 0.8520 2.1334 -0.0016 0.0440 -0.0394
Cl 7.0446 3.6806 2.6550 0.0184 -0.0534 -0.0640
```
Forces are in eV/Å.

Results
charge	+1
gap between HOMO and LUMO	7.02	eV
multiplicity	1

Atomic partial charges in e from the Mulliken method, atoms 1 to 2:
1 C 0.866
2 C 0.215



Record 3
DFT (ωB97M-V with the def2-TZVPD basis set) results for one molecule with the formula C21H15F3N2O4 in a non-equilibrium geometry.

```
45
Properties=species:S:1:pos:R:3:forces:R:3
C -0.6999 -1.5116 -4.8291 1.2669 0.6750 -2.5911
O 0.7978 -1.3952 -5.0924 -1.6714 -0.4849 0.1734
C 1.5580 -0.7290 -4.1785 -2.7909 -0.4553 1.7573
C 2.7991 -0.3139 -4.5276 1.7604 1.1673 0.6340
C 3.6285 0.3684 -3.6213 0.0755 -0.4789 1.1599
C 3.1372 0.5366 -2.2696 -1.4446 -1.0246 -1.6794
C 1.8262 0.0992 -2.0264 -0.3881 -0.2477 -4.4371
N 1.0255 -0.4979 -2.9688 1.2547 0.5540 0.8090
C 1.3274 0.5090 -0.7227 1.2696 -0.9660 1.4574
C 2.5945 1.1931 -0.1171 1.0225 -0.6548 -0.3791
O 3.6639 1.0629 -1.1524 0.3192 1.0570 0.6787
C 0.0248 1.2712 -0.6574 0.2179 4.1884 2.0092
O -0.0361 2.5328 -0.8011 -0.5675 -4.0169 -0.3665
N -0.8724 0.4998 0.0751 -0.7290 -0.2156 -0.2580
C -2.2449 0.8679 0.4517 0.3752 -3.3208 1.8913
C -2.3367 1.3126 1.9052 -2.1713 -3.3466 -1.6717
C -1.7803 2.3157 2.5213 3.1692 3.1874 -1.7551
C -2.0475 2.2094 3.8844 -1.4004 0.4364 1.3100
C -3.0017 1.2237 3.9694 1.7808 -0.0713 0.4871
C -3.6478 0.7790 5.2478 0.3527 -1.7845 -0.8481
F -2.6216 0.3827 6.1107 -1.7163 1.2374 -0.2797
F -4.4440 1.7524 5.6627 0.6203 0.5888 1.3691
F -4.4704 -0.2861 5.1631 0.5917 -0.0530 -0.3971
O -3.1225 0.5538 2.7950 0.3313 1.1936 -0.3456
C -0.2542 -0.6641 0.5941 2.3554 -0.8235 0.6960
C -0.5973 -1.5666 1.6300 0.4319 0.3530 -1.1858
C 0.2686 -2.6699 1.8814 1.3863 2.7017 -4.1711
C 1.4577 -2.8941 1.0762 -2.5055 2.5787 1.3547
C 1.9272 -1.8102 0.2484 -0.4029 -1.7994 1.9361
C 1.0924 -0.7081 0.1125 -1.6404 -1.0858 -0.3877
H -1.0513 -0.4542 -4.7910 -0.1522 -0.9482 -0.3950
H -1.1653 -2.1978 -5.6634 1.2486 1.8066 1.3440
H -0.9418 -1.9601 -3.9166 0.1870 -0.7139 1.5514
H 3.1163 -0.4672 -5.5266 0.3915 -0.1343 -0.7450
H 4.6451 0.6244 -3.9943 -0.8976 0.1042 0.7441
H 3.0119 0.6050 0.7526 -0.7183 0.8946 -0.8326
H 2.4190 2.2381 0.1247 0.2134 0.0887 -0.1193
H -2.9870 0.0589 0.1213 1.2281 0.4660 1.2070
H -2.6167 1.6011 -0.1140 -0.5738 3.4057 -2.4043
H -1.1692 3.0864 1.9099 -0.9188 -1.4148 1.5214
H -1.6446 2.8666 4.6636 -0.5303 -0.4711 -0.2817
H -1.5134 -1.3704 2.1676 -0.0577 -0.4178 0.2517
H 0.0309 -3.3234 2.6157 -0.7708 -2.0519 2.0986
H 1.9242 -3.8226 1.3111 0.9556 -0.2465 -0.3236
H 2.9905 -1.9084 -0.0252 -0.7582 0.5436 -0.5868
```
Forces are in eV/Å.

Results
ΔE to the lowest compared entry with this formula, charge and spin	58.61	kcal/mol
gap between HOMO and LUMO	8.72	eV
SMILES string	COc1ccc2c(n1)[C@@]1(CO2)C(=O)N(Cc2ccc(C(F)(F)F)o2)c2ccccc21
multiplicity	1

Atomic partial charges in e from the Mulliken method, atoms 1 to 2:
1 C -0.615
2 O -0.447